Formula: C3H10N2O2
Source: OMol25
Level of theory: ωB97M-V/def2-TZVPD

Output
- Kohn-Sham gap: 10.7 eV
- SMILES string: C[C@@H](N)C(N)=O.O
- Charge: 0
- Energy above the lowest of the compared OMol25 structures with the same formula, charge and spin: 46.9 kcal/mol
- LUMO level: 0.71 eV
- Largest force on an atom: 0.0782 Eh/bohr

Geometry (Å):
H: 2.81 -0.79 -0.50
H: -0.51 1.28 -1.02
C: 0.33 0.11 0.50
C: -1.41 -0.92 -0.98
H: -2.16 -1.54 -0.17
H: 4.10 -1.15 0.08
H: 1.72 1.26 1.66
H: -1.72 1.03 1.13
C: -0.91 0.41 -0.41
H: 0.08 1.88 1.48
H: -2.08 -0.80 -1.81
N: 0.76 1.20 1.28
O: 0.96 -0.94 0.49
N: -2.06 1.12 0.25
H: -0.73 -1.71 -1.31
O: 3.70 -0.96 -0.73
H: -2.90 0.51 0.06

***

Formula: C6H5NO
Source: OMol25
Level of theory: ωB97M-V/def2-TZVPD

Output
- Kohn-Sham gap: 9.9 eV
- SMILES string: C1=Cc2nocc2C1
- Charge: 0
- Energy above the lowest of the compared OMol25 structures with the same formula, charge and spin: 69.8 kcal/mol
- LUMO level: 0.78 eV
- Largest force on an atom: 0.0948 Eh/bohr

Geometry (Å):
N: -2.08 0.33 0.95
C: -0.93 0.49 0.31
C: 1.21 -0.34 -0.47
H: -0.99 1.82 -1.67
C: -0.50 -0.93 1.74
O: -1.77 -0.49 1.95
C: 0.66 0.53 -1.53
H: 1.65 -1.45 -0.68
H: 1.35 0.77 -2.49
C: 0.13 -0.38 0.73
C: -0.53 1.00 -1.01
H: -0.31 -1.71 2.37
H: 2.11 0.37 -0.22

***

Formula: C31H25FeN5P2S2
Source: OMol25
Level of theory: ωB97M-V/def2-TZVPD

Output
- Kohn-Sham gap (spin up / spin down): 7.4 / 7.5 eV
- <S²>: 8.7702
- Charge: +1
- Energy above the lowest of the compared OMol25 structures with the same formula, charge and spin: 3.3 kcal/mol
- LUMO level (spin up / spin down): -3.05 / -3.82 eV
- Largest force on an atom: 0.0100 Eh/bohr
- Multiplicity: 6

Geometry (Å):
H: -1.56 3.08 2.15
P: -2.77 0.15 0.04
H: -1.37 -2.74 0.69
C: -4.54 4.14 -2.48
H: 5.17 0.75 0.65
C: -3.47 2.67 -4.05
H: -1.28 0.04 2.54
C: -3.03 -0.76 1.58
C: 1.80 -2.10 1.01
C: -4.98 0.54 -1.63
C: -2.48 3.05 -1.89
Fe: 0.05 0.12 -0.38
H: -0.29 7.41 0.13
H: -4.84 -1.69 0.89
H: -5.30 3.73 -4.44
H: -4.44 -0.04 -2.37
C: -1.03 4.12 0.35
S: -1.96 -1.02 -1.41
C: -6.32 2.06 0.28
C: -6.24 1.06 -1.91
C: 2.67 -0.96 0.75
C: -2.46 2.43 -3.14
H: -6.69 0.86 -2.87
H: 3.11 2.01 -0.26
C: -0.67 5.34 -0.22
H: 3.29 -3.45 1.77
C: -3.53 3.91 -1.56
C: -2.11 -0.66 2.62
C: -0.33 -2.89 0.95
N: 4.23 0.39 0.58
C: -0.57 6.47 0.58
N: 1.40 -4.30 1.79
H: -0.47 5.40 -1.28
C: -0.83 6.38 1.94
C: -4.27 -2.39 2.83
S: 0.52 2.21 -1.68
C: -1.19 5.17 2.51
H: -6.85 2.65 1.02
H: -3.48 -2.89 4.76
H: -3.56 4.39 -0.59
H: -7.89 2.20 -1.18
C: -5.07 1.56 0.56
C: -4.51 3.53 -3.72
C: 2.24 -3.30 1.54
P: -1.18 2.67 -0.70
N: 2.12 0.17 0.21
C: -2.27 -1.42 3.77
H: -5.35 4.81 -2.22
N: 3.95 -0.86 0.99
H: -3.45 2.20 -5.02
H: -0.76 7.27 2.56
H: -1.64 1.77 -3.40
H: -1.39 5.10 3.57
H: -0.57 -4.89 1.69
C: -4.12 -1.62 1.69
H: -5.11 -3.06 2.92
C: 0.12 -4.09 1.50
H: -1.56 -1.34 4.58
C: -3.35 -2.30 3.87
C: 3.14 1.01 0.12
C: -1.29 4.03 1.72
N: 0.51 -1.89 0.71
C: -6.91 1.81 -0.96
C: -1.47 1.26 0.26
H: -4.62 1.74 1.53
C: -4.39 0.79 -0.39

***

Formula: C43H36ClN6O8PRu
Source: OMol25
Level of theory: ωB97M-V/def2-TZVPD

Output
- Kohn-Sham gap (spin up / spin down): 6.7 / 4.9 eV
- <S²>: 8.7598
- Charge: +1
- LUMO level (spin up / spin down): -3.44 / -5.22 eV
- Largest force on an atom: 0.0337 Eh/bohr
- Multiplicity: 6

Geometry (Å):
C: 4.72 0.64 -1.11
C: 0.01 -3.36 -0.05
H: 1.64 -4.86 -2.43
H: -8.31 2.47 2.03
C: 1.56 2.38 -1.78
C: -5.08 1.78 2.65
N: -1.70 1.77 -1.00
C: 4.91 -2.41 -1.04
C: -3.50 5.71 1.22
H: -0.62 -5.42 3.17
C: -1.67 2.80 -0.16
H: 2.03 2.71 0.86
H: -3.44 3.10 2.33
N: 1.49 0.99 1.87
O: 0.36 0.91 1.19
C: 1.82 -1.66 -3.55
N: 2.53 0.27 -0.98
H: -4.55 2.42 -2.59
O: 6.03 3.10 -1.92
H: -1.59 -3.69 -2.49
C: 1.94 -4.00 -3.00
H: -4.45 1.00 3.05
C: -2.67 3.76 -0.13
C: -4.50 2.97 2.23
H: 5.89 -4.30 -1.06
C: 2.91 0.19 3.58
C: -7.09 0.29 3.05
H: 3.98 -3.25 -5.60
C: -6.68 3.79 1.66
H: 4.91 -5.05 1.08
C: 3.81 1.22 3.34
O: 0.60 1.74 -2.33
C: 2.73 -1.84 -4.57
H: 3.10 -0.54 4.35
H: -0.72 -1.69 1.10
C: -3.74 3.61 -1.00
C: -0.72 -3.48 2.25
C: 3.43 -2.02 0.82
H: -1.60 5.19 0.89
C: -7.24 2.61 2.08
N: -2.53 4.83 0.77
C: 4.65 -4.08 0.67
H: 0.31 -6.51 1.15
C: 4.83 3.11 -1.76
C: 3.51 2.14 2.34
H: -7.31 4.58 1.27
C: -0.49 -2.74 1.10
C: 1.76 0.09 2.82
P: 0.16 -2.28 -1.52
C: 0.29 -4.72 -0.02
C: 4.11 1.83 -1.45
H: 3.33 -3.57 2.29
C: -2.51 -1.97 -1.48
H: 3.26 -5.16 -4.22
H: -7.60 -0.20 2.23
C: 2.74 1.53 -1.37
O: -3.61 -2.49 -1.45
H: 4.71 1.32 3.92
C: 3.26 -3.10 -4.81
Ru: -0.03 0.15 -0.91
H: -0.82 2.87 0.51
Cl: 6.37 0.31 -0.93
O: -2.12 -0.90 -0.87
C: 4.01 -1.60 -0.36
N: 3.77 -0.27 -0.82
H: 3.15 4.07 -1.66
C: 1.41 -2.74 -2.75
C: -5.30 3.99 1.72
H: -2.66 0.81 -2.55
C: -0.44 -4.84 2.27
H: -6.34 -0.39 3.46
C: -2.70 1.64 -1.86
H: -1.42 -2.14 -3.34
O: 1.62 3.59 -1.57
C: -6.45 1.57 2.59
H: 5.37 -2.08 -1.96
H: 2.74 -1.36 1.34
H: -7.83 0.49 3.83
H: 4.17 2.97 2.12
C: 3.76 -3.26 1.35
H: 0.66 -5.23 -0.90
H: 1.03 -0.69 2.95
C: -3.75 2.54 -1.88
O: -3.22 6.85 1.51
H: 1.39 -0.68 -3.37
O: 4.11 4.21 -1.80
C: 5.21 -3.66 -0.52
C: 2.34 2.02 1.63
H: -1.15 -3.00 3.12
C: 0.08 -5.45 1.14
H: 3.03 -1.00 -5.18
H: -5.46 6.00 1.34
H: -4.55 4.32 -1.00
C: 2.86 -4.17 -4.03
C: -1.41 -2.63 -2.36
N: -4.80 5.24 1.29

***

Formula: H80O40
Source: OMol25
Level of theory: ωB97M-V/def2-TZVPD

Output
- Kohn-Sham gap: 9.5 eV
- Charge: 0
- Energy above the lowest of the compared OMol25 structures with the same formula, charge and spin: 223.3 kcal/mol
- LUMO level: -0.66 eV
- Largest force on an atom: 0.0901 Eh/bohr

Geometry (Å):
O: -0.42 -5.58 -1.96
O: -1.23 -1.37 1.40
H: 0.12 -3.12 0.27
H: -3.77 -4.50 3.59
H: -3.39 -4.35 2.18
H: 3.55 2.94 -0.74
O: 2.52 2.64 -0.50
O: -2.82 0.46 -1.64
H: -0.34 6.88 1.41
H: 0.28 -5.29 -1.37
H: 2.13 -0.02 -1.09
H: -5.92 0.48 0.05
H: 3.56 3.86 -2.17
H: -5.90 -0.47 2.65
H: -1.76 -6.50 1.17
O: -0.76 6.08 1.03
O: -2.75 -2.56 -0.41
H: -1.95 1.19 -6.02
H: -0.87 1.40 -4.74
O: 1.18 3.20 -3.36
H: 0.42 -0.88 3.70
H: 0.20 -6.25 -2.40
O: 2.68 4.05 1.95
O: -0.65 -0.06 5.85
H: -2.84 2.47 1.38
H: 3.58 -1.40 -2.64
O: -6.44 0.76 -0.70
O: -1.24 3.35 -1.06
H: 3.46 -1.40 5.19
H: -4.91 0.63 2.51
H: 0.04 6.08 -1.68
O: 3.39 2.69 4.53
O: -1.75 1.13 -5.09
H: -2.04 -1.46 0.88
H: -0.17 -3.25 -1.48
H: 1.52 0.85 -2.12
O: -3.06 -4.07 3.06
H: 1.03 -0.79 1.64
H: 1.66 2.70 -2.72
O: 1.88 5.22 -0.72
H: 1.27 0.85 -6.35
H: 0.17 -0.21 5.38
H: -1.46 -6.21 -0.43
H: 3.26 -3.48 2.98
O: -3.90 3.88 -2.65
O: 0.34 -2.73 4.07
O: -3.83 -0.81 -3.62
O: 3.57 1.14 2.23
O: 2.74 -4.30 2.79
H: -3.28 3.30 -2.20
H: 4.00 -1.74 -4.06
H: 2.48 -3.97 -0.65
H: 3.28 -3.78 -1.99
H: 2.44 -0.66 4.28
H: 4.50 1.01 2.28
H: -3.57 -2.67 -0.96
O: 4.30 4.18 -1.66
H: 1.30 5.69 -0.13
H: -0.93 -1.00 5.98
H: 5.54 -0.19 3.25
H: -2.33 1.01 3.29
O: 3.51 -2.12 -3.26
O: -2.27 2.96 1.99
H: -0.68 -4.51 0.47
H: -3.53 -0.30 -2.86
O: 0.67 -0.05 3.21
H: -4.56 3.21 -2.94
H: -2.32 -0.18 2.49
H: -2.34 -0.35 -1.59
H: -1.71 2.93 -0.32
H: 0.49 -2.80 -3.02
H: 2.41 4.60 2.67
O: 2.30 0.28 -2.01
O: 4.90 -0.20 3.98
H: 4.77 0.73 4.06
H: -1.53 5.52 -1.71
H: -4.07 -1.66 -3.28
H: 2.66 1.71 -0.29
H: -1.50 -2.11 -5.04
H: 4.17 4.87 -0.99
H: 2.79 2.08 4.10
H: -6.87 -0.09 -0.99
H: 4.14 2.67 3.89
H: -2.33 1.25 -1.41
O: -1.56 -2.84 -4.40
H: -4.37 -4.55 -1.90
H: 1.80 4.26 -0.53
H: 1.87 3.77 1.44
O: 3.17 -4.32 -1.22
H: -2.00 -2.49 -3.65
O: -0.86 6.12 -1.45
H: 2.41 -0.26 1.51
H: -2.44 -3.47 -0.63
H: 0.51 -2.61 3.11
O: 1.69 -0.52 0.95
O: 0.12 -2.59 -2.16
H: -0.55 2.73 -1.29
O: 4.82 1.25 -0.82
O: 2.67 -1.52 4.66
O: -0.34 0.54 -1.11
H: -0.07 0.32 2.76
H: -1.20 -2.20 1.96
H: 3.24 2.04 2.32
O: -1.82 -5.91 0.42
H: 1.00 -3.44 3.84
H: -0.12 0.09 -0.25
H: 1.40 4.09 -3.11
H: -1.09 6.14 0.09
O: 0.05 -4.04 0.01
H: -0.80 -0.28 -1.49
H: 3.84 1.09 -1.33
O: 0.93 1.34 -5.57
H: 4.83 0.34 -0.46
H: 2.37 -3.92 1.95
H: -2.86 3.54 2.42
H: 1.60 1.43 -4.90
O: -3.77 -3.87 -2.29
O: -2.96 0.38 2.91
O: -5.65 0.28 2.09
H: -3.05 -4.42 -2.72

***

Formula: C17H14BiClNO3S
Source: OMol25
Level of theory: ωB97M-V/def2-TZVPD

Output
- Kohn-Sham gap: 3.5 eV
- Charge: -1
- LUMO level: 0.39 eV
- Largest force on an atom: 0.0694 Eh/bohr

Geometry (Å):
C: 0.55 0.94 -6.18
C: 0.89 -2.05 0.76
C: 1.48 2.82 -5.19
C: 2.33 -2.21 -1.05
H: 3.62 2.20 -5.53
C: -1.76 0.30 3.02
C: 0.98 -2.22 -1.57
C: 1.98 0.82 -6.24
C: -3.08 0.51 2.58
H: -5.15 0.63 3.21
C: -0.59 0.25 2.18
Bi: 1.20 0.38 -0.62
H: 3.25 -2.25 -1.65
C: 2.55 1.98 -5.63
H: 1.58 3.80 -4.70
C: -4.11 0.46 3.52
C: -2.46 -0.05 5.28
O: -0.63 0.43 0.87
C: 2.27 -2.11 0.38
C: -3.81 0.18 4.88
H: 3.11 -2.12 1.10
H: -0.17 0.22 -6.59
H: -1.02 -2.08 -0.47
C: 0.24 2.18 -5.53
H: -0.76 2.58 -5.35
H: -4.64 0.14 5.60
N: 0.54 -0.08 2.83
H: -3.26 0.72 1.52
H: -2.24 -0.27 6.32
O: 0.74 -1.62 4.83
H: 0.54 -2.04 1.79
O: 1.07 0.81 5.23
C: 0.08 -2.10 -0.44
H: 0.68 -2.22 -2.63
H: 2.54 -0.01 -6.70
Cl: 2.43 1.33 1.37
S: 0.42 -0.25 4.43
C: -1.41 0.01 4.34

***

Formula: C14H51N3O11
Source: OMol25
Level of theory: ωB97M-V/def2-TZVPD

Output
- Kohn-Sham gap: 9.0 eV
- SMILES string: COC[C@H](C)N.COC[C@H](C)N.COC[C@H](C)N.OCCO.O.O.O.O.O.O
- Charge: 0
- LUMO level: -0.07 eV
- Largest force on an atom: 0.0778 Eh/bohr

Geometry (Å):
C: 7.49 2.46 -2.75
H: -3.27 2.82 2.39
H: -0.66 -2.61 -2.05
H: -4.97 4.12 -1.66
C: -3.37 4.93 2.35
C: 5.49 3.81 -3.02
N: 3.83 4.30 -1.37
C: -2.82 3.59 1.76
H: 1.63 -5.81 -0.47
C: -3.78 -1.76 5.79
H: -5.23 -0.53 -0.24
H: 4.79 -4.18 -0.55
C: 4.10 3.57 -2.62
H: 3.99 2.50 -2.47
H: 7.25 1.51 -3.22
C: 4.81 -2.82 -1.91
H: 2.12 -1.41 1.83
H: -2.82 4.27 -0.34
H: -5.40 2.39 -1.67
H: -2.93 5.80 1.87
O: -4.42 3.13 -0.04
H: -1.80 -7.83 -4.17
C: 4.37 -3.40 -3.33
H: -3.53 -2.41 3.47
O: -5.07 -1.46 -0.43
H: -4.30 -1.46 -1.00
H: 1.93 -0.54 3.05
H: 3.31 -3.69 -3.37
H: -2.44 2.60 -0.08
H: -6.45 -0.02 4.86
H: 4.63 -1.75 -1.88
H: -4.97 0.52 5.56
H: 4.88 -4.82 -4.55
C: -4.63 3.12 -1.40
H: -1.25 -0.75 -6.65
H: 3.97 5.27 -1.60
O: 1.66 -0.63 2.14
O: 5.21 -4.47 -3.73
H: -1.34 -4.26 5.80
H: -3.74 2.81 -1.94
C: -3.07 3.41 0.27
H: -1.10 4.07 1.11
H: -1.83 -0.77 -5.25
H: 2.01 3.95 -3.20
H: -1.98 -2.28 3.77
N: -2.77 -2.89 3.92
H: -0.47 -7.65 -3.47
C: -3.05 -3.02 5.35
H: -3.41 4.96 3.44
O: 4.15 -3.51 -0.79
H: -6.13 -0.39 6.49
H: -4.43 4.97 2.12
H: -0.52 -1.16 -1.63
H: -3.66 -3.92 5.32
H: -1.09 -2.53 6.03
C: -1.81 -3.34 6.15
N: -1.44 3.70 1.99
H: 8.11 2.08 -1.94
H: 5.89 -2.88 -1.82
H: -1.15 2.73 1.94
O: 0.78 -6.11 -0.80
O: -2.08 -0.79 -6.18
O: -0.91 -8.17 -4.16
H: 0.45 -6.67 -0.10
O: -4.94 -1.45 4.94
H: 5.66 3.53 -4.06
H: 5.55 4.90 -3.06
H: -3.08 -0.94 5.90
O: 6.38 3.14 -2.11
H: 4.46 -2.59 -4.05
H: -4.24 -1.90 6.77
H: 3.16 3.49 -4.41
H: 3.17 5.16 -3.78
C: 3.04 4.11 -3.51
O: -1.07 -1.75 -2.15
H: 8.08 3.12 -3.38
H: -1.90 -3.27 7.23
C: -5.64 -0.34 5.51
H: 4.58 4.08 -0.73

***

Formula: C5H7NOS
Source: OMol25
Level of theory: ωB97M-V/def2-TZVPD

Output
- Kohn-Sham gap: 8.6 eV
- Charge: 0
- Energy above the lowest of the compared OMol25 structures with the same formula, charge and spin: 86.2 kcal/mol
- LUMO level: -0.05 eV
- Largest force on an atom: 0.1073 Eh/bohr

Geometry (Å):
H: 0.73 -1.21 1.37
C: -0.28 0.54 -1.32
O: 2.24 2.05 -0.47
C: 0.98 -1.28 0.28
H: 1.87 1.30 1.36
H: -3.14 1.05 -0.37
H: 0.51 0.37 -2.14
C: 0.25 0.74 0.06
H: -2.41 -0.62 0.14
H: 0.22 -1.76 -0.39
C: 1.50 1.46 0.28
S: -1.17 1.19 1.05
N: -1.49 0.19 -1.49
H: 1.97 -1.28 -0.01
C: -2.25 0.47 -0.26

***

Formula: C12H15ClNO
Source: OMol25
Level of theory: ωB97M-V/def2-TZVPD

Output
- Kohn-Sham gap: 6.1 eV
- Charge: +1
- LUMO level: -5.84 eV
- Largest force on an atom: 0.0278 Eh/bohr

Geometry (Å):
H: -3.56 0.99 -0.52
Cl: 5.37 0.04 -1.20
H: -3.47 -1.43 -1.70
C: -1.38 -1.12 -1.25
H: -1.43 -0.01 1.81
O: -0.70 1.23 3.10
C: 0.87 -0.01 -0.96
H: -1.06 2.00 -1.64
H: 1.10 -2.15 -0.77
H: 1.04 2.14 -1.10
H: -3.19 1.17 -2.24
C: 1.59 1.21 -1.05
C: -2.83 0.73 -1.30
C: -2.67 -0.76 -1.43
C: -1.41 1.23 -0.94
H: -1.02 -2.13 -1.35
H: 0.57 -1.03 2.73
H: -1.36 1.66 0.07
C: 2.95 1.22 -1.11
C: -0.54 0.00 -1.01
C: -0.42 -1.13 3.20
H: -0.85 -2.08 2.88
H: 3.49 2.15 -1.23
C: 2.98 -1.19 -0.93
H: 3.55 -2.10 -0.87
H: -1.31 1.70 3.69
N: -1.28 -0.02 2.82
H: -0.29 -1.15 4.28
C: 3.66 0.03 -1.07
C: 1.62 -1.21 -0.89